Entry from the OMol25 dataset: a 4-piece molecular cluster, C36H69N4O7Si overall at a distorted geometry (ωB97M-V/def2-TZVPD).

Geometry as ORCA input:
```
! wB97M-V def2-TZVPD RIJCOSX def2/J DEFGRID3
* xyz 1 1
C -3.358 4.872 2.449
O -4.638 4.367 2.835
C -4.600 2.984 3.185
C -4.253 2.802 4.721
C -2.726 2.411 4.855
C -2.496 0.835 4.883
C -1.068 0.571 4.218
C 0.047 1.430 4.974
C 1.477 0.775 4.889
C 2.087 0.847 3.420
C 2.151 -0.567 2.703
C 1.057 -0.649 1.573
C 1.643 -0.390 0.112
C 0.415 -0.196 -0.845
N -0.246 -1.470 -1.294
C -1.572 -1.096 -1.613
N -2.557 -1.920 -1.174
N -1.792 0.052 -2.393
C -2.515 1.097 -1.689
C -2.017 2.483 -1.544
C -2.893 3.399 -0.849
N -4.115 3.207 -0.317
C -4.592 1.944 -0.414
C -3.833 0.912 -1.083
C -0.564 0.526 -3.066
C 0.679 0.688 -2.106
Si 2.290 0.320 -3.081
C 3.016 -1.410 -2.762
C 2.066 0.448 -4.996
C 3.526 1.730 -2.652
H -2.680 4.076 2.038
H -3.537 5.602 1.612
H -2.826 5.427 3.267
H -3.887 2.374 2.567
H -5.630 2.571 2.991
H -4.950 2.051 5.171
H -4.426 3.799 5.206
H -2.254 2.880 5.759
H -2.196 2.809 3.944
H -2.486 0.457 5.936
H -3.268 0.322 4.257
H -1.150 1.025 3.190
H -0.824 -0.520 4.202
H -0.285 1.451 6.051
H 0.067 2.460 4.546
H 2.143 1.415 5.534
H 1.523 -0.252 5.337
H 1.479 1.585 2.841
H 3.148 1.197 3.544
H 3.171 -0.820 2.326
H 1.886 -1.329 3.483
H 0.205 0.048 1.798
H 0.601 -1.682 1.529
H 2.268 -1.277 -0.137
H 2.222 0.574 0.138
H -0.369 0.344 -0.236
H -0.324 -2.111 -0.495
H -3.028 -2.492 -1.877
H -2.855 -1.948 -0.204
H -1.034 2.790 -1.964
H -2.488 4.437 -0.736
H -5.599 1.696 -0.006
H -4.289 -0.104 -1.149
H -0.729 1.434 -3.696
H -0.291 -0.292 -3.792
H 0.769 1.746 -1.727
H 2.226 -2.204 -2.705
H 3.651 -1.674 -3.645
H 3.645 -1.377 -1.841
H 2.898 1.078 -5.403
H 2.144 -0.557 -5.482
H 1.078 0.896 -5.282
H 2.985 2.672 -2.945
H 4.439 1.664 -3.293
H 3.737 1.786 -1.556
O 3.545 -4.318 -2.972
C 2.616 -5.059 -2.787
O 1.639 -4.679 -1.936
C 0.399 -5.371 -1.754
C 0.540 -6.478 -0.736
C 2.563 -6.427 -3.412
H 0.000 -5.719 -2.709
H -0.309 -4.630 -1.375
H 1.251 -7.240 -1.060
H -0.423 -6.961 -0.556
H 0.914 -6.074 0.206
H 3.136 -7.122 -2.799
H 3.013 -6.368 -4.403
H 1.554 -6.809 -3.556
O 1.440 3.541 -4.122
C 1.114 4.037 -5.176
O 1.960 4.857 -5.809
C 1.759 5.354 -7.141
C 0.890 6.594 -7.139
C -0.263 3.822 -5.748
H 1.371 4.570 -7.796
H 2.749 5.608 -7.519
H -0.109 6.385 -6.753
H 0.792 6.996 -8.149
H 1.324 7.361 -6.496
H -0.954 4.528 -5.289
H -0.578 2.805 -5.510
H -0.311 3.911 -6.830
O 0.054 -4.542 2.161
C 0.411 -4.329 3.295
O 1.555 -4.865 3.742
C 2.164 -4.533 4.998
C 1.582 -5.359 6.126
C -0.453 -3.544 4.248
H 2.104 -3.459 5.190
H 3.223 -4.767 4.890
H 0.517 -5.165 6.259
H 2.092 -5.141 7.065
H 1.685 -6.424 5.909
H -1.196 -4.210 4.688
H -0.962 -2.762 3.684
H 0.103 -3.042 5.037
*
```

Energy above the lowest of the compared OMol25 structures with the same formula, charge and spin, kJ/mol: 183.40

***

Entry from the OMol25 dataset: a 2-piece molecular cluster, C5H14N2O overall at a distorted geometry (ωB97M-V/def2-TZVPD).

Geometry as ORCA input:
```
! wB97M-V def2-TZVPD RIJCOSX def2/J DEFGRID3
* xyz 0 1
H 1.013 -2.298 0.672
N 0.868 -1.344 1.015
C -0.188 -0.823 0.478
C -1.103 -1.683 -0.366
N -0.432 0.569 0.595
C -1.756 1.108 0.272
C 0.180 1.239 1.755
H -0.948 -2.743 -0.149
H -2.156 -1.466 -0.174
H -0.895 -1.528 -1.426
H -2.526 0.703 0.934
H -2.009 0.870 -0.765
H -1.771 2.198 0.361
H 0.032 2.322 1.700
H -0.272 0.887 2.686
H 1.256 1.051 1.780
C 1.581 0.295 -1.839
O 2.804 -0.030 -1.197
H 1.801 0.906 -2.721
H 1.129 -0.624 -2.222
H 0.834 0.805 -1.058
H 2.559 -0.415 -0.331
*
```

SMILES string: [H]/N=C(\C)N(C)C.CO
Energy above the lowest of the compared OMol25 structures with the same formula, charge and spin, kJ/mol: 223.35

***

Entry from the OMol25 dataset: a 2-piece molecular cluster, C5H14NO overall at a distorted geometry (ωB97M-V/def2-TZVPD).

Geometry as ORCA input:
```
! wB97M-V def2-TZVPD RIJCOSX def2/J DEFGRID3
* xyz 1 1
C 1.032 -0.263 0.570
C 0.203 -1.524 0.951
C -1.284 -1.224 0.943
C -1.807 -0.030 0.589
C -2.994 0.233 -0.271
N 0.694 0.239 -0.840
H 2.151 -0.529 0.556
H 0.823 0.472 1.424
H 0.343 -1.852 2.002
H 0.476 -2.291 0.298
H -1.928 -2.194 0.672
H -1.314 0.866 1.012
H -2.890 1.233 -0.629
H -3.955 0.248 0.321
H -3.022 -0.686 -0.901
H -0.301 0.287 -1.005
H 1.139 -0.272 -1.565
H 1.153 1.224 -0.906
H 3.564 1.117 -1.465
H 3.586 2.665 -1.432
O 3.052 1.861 -1.150
*
```

Energy above the lowest of the compared OMol25 structures with the same formula, charge and spin, kJ/mol: 252.83

***

Entry from the OMol25 dataset: C30H40BKN9O3S4 as an isolated structure (ωB97M-V/def2-TZVPD).

Geometry as ORCA input:
```
! wB97M-V def2-TZVPD RIJCOSX def2/J DEFGRID3
* xyz -1 1
K -0.119 0.046 -0.265
C 3.549 -2.979 -0.399
C 3.726 -2.886 -1.918
C 4.967 -2.069 -2.294
C 3.915 -4.302 -2.461
N 2.508 -2.301 -2.539
C 1.717 -2.979 -3.454
C 0.706 -2.170 -3.793
N 0.835 -0.981 -3.102
B -0.205 0.121 -3.438
N 0.260 1.533 -2.979
C 1.390 2.018 -3.607
C 1.619 3.260 -3.174
N 0.630 3.582 -2.252
C -0.220 2.499 -2.145
S -1.627 2.356 -1.218
C 0.717 4.917 -1.595
C 2.058 4.974 -0.852
C 0.689 5.977 -2.703
C -0.385 5.257 -0.599
N -1.638 -0.248 -2.965
C -2.671 0.471 -3.533
C -3.835 -0.026 -3.095
N -3.544 -1.076 -2.236
C -2.176 -1.210 -2.168
S -1.317 -2.378 -1.295
C -4.585 -1.874 -1.539
C -4.426 -1.739 -0.021
C -5.958 -1.323 -1.920
C -4.523 -3.338 -1.986
C 1.952 -1.060 -2.328
S 2.559 0.160 -1.326
H 4.420 -3.464 0.044
H 2.660 -3.565 -0.160
H 3.447 -1.988 0.034
H 5.855 -2.533 -1.864
H 4.887 -1.055 -1.918
H 5.081 -2.035 -3.380
H 4.811 -4.722 -2.006
H 4.053 -4.302 -3.543
H 3.072 -4.945 -2.205
H 1.922 -3.979 -3.784
H -0.122 -2.340 -4.458
H -0.259 0.169 -4.646
H 1.946 1.415 -4.303
H 2.415 3.933 -3.431
H 2.902 4.842 -1.528
H 2.102 4.190 -0.096
H 2.160 5.942 -0.360
H 1.519 5.859 -3.401
H 0.761 6.969 -2.257
H -0.244 5.914 -3.264
H -0.395 4.566 0.238
H -1.366 5.242 -1.063
H -0.190 6.264 -0.220
H -2.477 1.299 -4.190
H -4.832 0.298 -3.317
H -4.477 -0.687 0.269
H -3.471 -2.144 0.302
H -5.227 -2.284 0.481
H -6.072 -0.283 -1.610
H -6.714 -1.916 -1.408
H -6.138 -1.400 -2.994
H -3.564 -3.777 -1.729
H -4.662 -3.408 -3.068
H -5.314 -3.907 -1.495
O 3.056 -2.203 7.930
S 2.289 -1.737 9.070
O 1.537 -2.768 9.765
O 2.980 -0.786 9.924
C 0.952 -0.725 8.337
N 0.124 -0.113 9.185
C -0.847 0.604 8.649
C -1.024 0.730 7.277
C -0.112 0.057 6.476
N 0.869 -0.663 7.017
C -0.151 0.081 4.991
C 0.746 -0.711 4.274
C 0.702 -0.681 2.893
N -0.156 0.069 2.198
C -1.007 0.825 2.886
C -1.046 0.867 4.268
H -1.518 1.101 9.344
H -1.835 1.318 6.872
H 1.453 -1.322 4.818
H 1.386 -1.282 2.302
H -1.690 1.430 2.295
H -1.761 1.510 4.762
*
```

***

no.,LUMO energy (eV),gap between HOMO and LUMO (eV)
1,-3.9,7.316
2,0.7,9.598
3,-3.3,9.414
4,1.6,6.975